ORCA calculation (ωB97M-V with the def2-TZVPD basis set) on a cluster of 2 separate species, C2H6OS in total.

Cartesian coordinates (Å):
C (-0.55840, -0.69102, -0.66692)
C (0.38280, -0.14864, 0.60217)
H (-0.38320, 1.51604, 0.37683)
H (0.01696, -1.29256, -1.45353)
H (-1.26146, -1.35012, -0.02746)
H (-0.58862, -0.31801, 1.23946)
H (1.34809, -0.82110, 0.49689)
H (1.56852, 1.05681, -0.17157)
O (0.93579, 1.07807, 0.75189)
S (-1.46048, 0.97053, -1.14776)

The calculation puts the LUMO energy at 0.13 eV. For the energy relative to the best compared isomer or geometry (same formula, charge and spin), the calculation gives 101.16 kcal per mole. As for the HOMO energy: -8.39 eV. The orbital gap is 8.5251 eV.

Results of the natural (NBO) charge analysis, in e, for atoms 1 through 4:
1 C -0.52
2 C -0.15
3 H 0.30
4 H 0.21

***

ORCA calculation (ωB97M-V with the def2-TZVPD basis set) on a cluster of 2 separate species, CH7PSi in total.

Cartesian coordinates (Å):
C (-1.01167, 0.53241, 0.34373)
Si (0.54658, 1.52850, 0.09135)
P (0.50573, -2.30326, -0.94262)
H (-1.15154, -0.00559, 1.18981)
H (-1.53848, 0.15183, -0.44611)
H (1.18508, 1.10051, 1.24668)
H (0.32130, 2.90506, 0.16980)
H (1.46836, 1.30443, -1.02738)
H (0.57599, -3.20384, 0.20036)
H (-0.90134, -2.01003, -0.82562)

The calculation puts the LUMO energy (alpha / beta) at -1.34 / -0.56 eV. For the energy relative to the best compared isomer or geometry (same formula, charge and spin), the calculation gives 93.09 kcal per mole. As for the HOMO energy (alpha / beta): -9.14 / -9.07 eV. The orbital gap (alpha / beta) is 7.8018 / 8.5107 eV.

Results of the natural (NBO) charge analysis, in e, for atoms 1 through 4:
1 C -0.65
2 Si 0.83
3 P 0.10
4 H 0.18

***

ORCA calculation (ωB97M-V with the def2-TZVPD basis set) on a structure of composition C31H39GeN3OPb.

Cartesian coordinates (Å):
Pb (0.16319, -1.11173, 0.00663)
N (2.61952, -2.37973, -2.18520)
C (3.94581, -1.84640, -1.67564)
C (4.33042, -2.45333, -0.32942)
C (3.76838, -1.78631, 0.93063)
N (2.37376, -2.20081, 1.23180)
C (3.87732, -0.26368, 0.86463)
C (3.43437, 0.39878, -0.43882)
N (1.95344, 0.59951, -0.48250)
C (3.97182, -0.32235, -1.67562)
H (2.68852, -3.38376, -2.36886)
H (2.34611, -1.91724, -3.06120)
H (1.83861, -2.23273, -1.52389)
H (4.65252, -2.19724, -2.42908)
H (5.41723, -2.36042, -0.27208)
H (4.14234, -3.53103, -0.31850)
H (4.41150, -2.11994, 1.74971)
H (2.18960, -1.95915, 2.20299)
H (2.31597, -3.21699, 1.20871)
H (4.92371, 0.00562, 1.02593)
H (3.33516, 0.17870, 1.70492)
H (3.88760, 1.39362, -0.45819)
H (1.71379, 1.03417, -1.37268)
H (1.72528, 1.31696, 0.20509)
H (5.02680, -0.05057, -1.75905)
H (3.50886, 0.06782, -2.58519)
C (0.75189, 1.29569, 3.08186)
Ge (-0.65924, 0.83239, 1.78490)
C (-0.89962, 2.35478, 0.56519)
C (-0.25684, 3.55765, 0.86969)
C (-0.37539, 4.66181, 0.03810)
C (-1.14196, 4.57943, -1.11510)
C (-1.78252, 3.38903, -1.43339)
C (-1.65793, 2.28508, -0.60348)
C (-2.41522, 0.26339, 2.57177)
C (-3.34377, -0.16731, 1.61174)
C (-4.62013, -0.57903, 1.93955)
C (-5.02788, -0.58959, 3.27384)
C (-4.14553, -0.16998, 4.27271)
C (-4.56495, -0.14384, 5.62005)
C (-3.71737, 0.30931, 6.63330)
C (-2.44869, 0.74228, 6.30697)
C (-2.01032, 0.72239, 4.97686)
C (-2.82801, 0.26576, 3.92760)
H (0.48329, 2.16957, 3.67541)
H (1.66552, 1.56765, 2.55050)
H (0.98823, 0.47623, 3.75889)
H (0.33314, 3.65533, 1.77411)
H (0.11997, 5.58786, 0.29664)
H (-1.24907, 5.44203, -1.75874)
H (-2.38827, 3.32723, -2.32802)
H (-2.17146, 1.37266, -0.87693)
H (-3.06055, -0.17556, 0.56351)
H (-5.31137, -0.89197, 1.16912)
H (-6.02713, -0.91322, 3.53469)
H (-5.56671, -0.47335, 5.86546)
H (-4.06042, 0.32484, 7.65833)
H (-1.78161, 1.10637, 7.07644)
H (-1.01330, 1.07946, 4.76737)
C (-3.30160, -1.78409, -3.29958)
C (-2.03456, -1.17899, -2.80364)
O (-1.89981, -0.87890, -1.61668)
C (-0.90521, -0.95221, -3.74171)
C (0.03857, 0.03152, -3.43186)
C (1.11097, 0.26541, -4.27849)
C (1.26312, -0.49721, -5.43445)
C (0.32123, -1.46334, -5.75715)
C (-0.76923, -1.67652, -4.92633)
H (-3.99526, -1.91063, -2.47358)
H (-3.11318, -2.75107, -3.76653)
H (-3.74504, -1.14259, -4.06371)
H (-0.14552, 0.68081, -2.58290)
H (1.79134, 1.08783, -4.08984)
H (2.08951, -0.30314, -6.10517)
H (0.42011, -2.03403, -6.67004)
H (-1.50383, -2.41899, -5.20240)

The calculation puts the LUMO energy (alpha / beta) at -8.05 / -10.81 eV. As for the HOMO energy (alpha / beta): -15.57 / -15.59 eV. As for the multiplicity: 2. The orbital gap (alpha / beta) is 7.5166 / 4.7807 eV. Its total charge is +3.

Results of the Mulliken charge analysis, in e, for atoms 1 through 4:
1 Pb 0.85
2 N 0.13
3 C 0.31
4 C -1.54

***

ORCA calculation (ωB97M-V with the def2-TZVPD basis set) on an isolated molecule of C6H4N2O.

Cartesian coordinates (Å):
H (-2.51659, 0.54244, 0.22228)
N (-1.80740, 0.12873, 0.86304)
C (-0.89506, -0.60356, 0.41491)
C (-0.81161, -1.00980, -1.01685)
C (0.16229, -0.63836, -1.82277)
O (1.38649, -0.18596, -1.29182)
C (1.46642, 0.36016, -0.12453)
C (1.61957, 0.96985, 0.90481)
C (1.57997, 1.66467, 2.10282)
N (1.58222, 2.04508, 3.18247)
H (-0.37324, -1.04127, 1.14047)
H (-1.65796, -1.44906, -1.60175)
H (0.26490, -0.78292, -2.97309)

The calculation puts the LUMO energy at 0.28 eV. For the energy relative to the best compared isomer or geometry (same formula, charge and spin), the calculation gives 101.12 kcal per mole. As for the HOMO energy: -9.83 eV. The orbital gap is 10.1171 eV. The SMILES is [H]/N=C\C=C/OC#CC#N.

Results of the natural (NBO) charge analysis, in e, for atoms 1 through 4:
1 H 0.34
2 N -0.56
3 C 0.08
4 C -0.34

***

ORCA calculation (ωB97M-V with the def2-TZVPD basis set) on an isolated molecule of C7H10N2S.

Cartesian coordinates (Å):
C (1.99652, -2.21413, 0.13523)
C (-0.08260, 0.90588, 0.49586)
C (2.34188, 0.26661, 0.38640)
C (1.22936, -2.87751, -0.74274)
C (-1.33616, 0.88983, 0.15404)
C (-1.90191, 1.13549, -1.27911)
C (-2.40116, 0.68273, 1.23019)
N (2.63641, -1.02321, 0.09565)
N (1.20279, 1.00396, 0.51323)
S (3.66705, 1.24007, 0.63819)
H (1.17845, -2.38489, -1.70917)
H (0.75173, -3.85828, -0.57144)
H (-2.89986, 0.78518, -1.28978)
H (-2.00730, 2.13147, -1.48517)
H (-1.42173, 0.51425, -2.05484)
H (-3.04592, 1.46619, 1.30389)
H (-3.14508, -0.18523, 1.01593)
H (-1.86323, 0.64608, 2.19712)
H (3.60696, -1.13325, 0.32021)
H (1.49378, 2.00879, 0.64632)

The calculation puts the LUMO energy (alpha / beta) at -0.10 / -0.51 eV. For the energy relative to the best compared isomer or geometry (same formula, charge and spin), the calculation gives 142.08 kcal per mole. As for the HOMO energy (alpha / beta): -7.54 / -6.48 eV. The orbital gap (alpha / beta) is 7.4394 / 5.9774 eV.

Results of the natural (NBO) charge analysis, in e, for atoms 1 through 4:
1 C 0.20
2 C 0.22
3 C 0.20
4 C -0.51

***

ORCA calculation (ωB97M-V with the def2-TZVPD basis set) on the ion C5H5N4O3 with charge +1.

Cartesian coordinates (Å):
C (-0.66832, 4.21924, -0.12907)
C (-0.42626, 2.96890, 0.03418)
N (-0.13041, 1.77618, -0.18706)
C (-0.86845, 0.74622, -0.93524)
O (-1.66770, 1.15399, -1.70253)
O (-0.44426, -0.43824, -0.88055)
N (0.56904, -0.65390, 0.17973)
C (0.73919, -1.95206, 0.41709)
O (1.62405, -2.28253, 1.31665)
N (-0.01089, -2.91925, -0.13650)
C (0.20781, -4.19546, 0.23143)
N (0.44176, -5.28526, 0.43637)
H (-1.33313, 4.81678, 0.60474)
H (0.05814, 4.83896, -0.63511)
H (0.71935, 1.52260, 0.35236)
H (1.99176, -1.52518, 1.75261)
H (-0.80168, -2.79097, -0.71910)

The calculation puts the LUMO energy at -5.36 eV. For the energy relative to the best compared isomer or geometry (same formula, charge and spin), the calculation gives 71.80 kcal per mole. As for the HOMO energy: -13.90 eV. The orbital gap is 8.5408 eV. Its total charge is +1. The SMILES is C=C=[NH+]C(=O)O/N=C(/O)NC#N.

Results of the natural (NBO) charge analysis, in e, for atoms 1 through 4:
1 C -0.43
2 C 0.53
3 N -0.56
4 C 0.90

***

ORCA calculation (ωB97M-V with the def2-TZVPD basis set) on a structure of composition C31H51ClFeP2.

Cartesian coordinates (Å):
Fe (0.05864, -0.25097, -0.14300)
C (0.50922, -1.97575, -1.56850)
C (1.71343, -1.16138, -1.44496)
C (1.26310, -1.93620, 0.72441)
C (0.27554, -2.51270, -0.23089)
C (2.18870, -1.11611, -0.04335)
C (-0.07102, -2.54085, -2.87842)
H (-0.02090, -1.81096, -3.68546)
H (-1.11120, -2.83679, -2.77198)
H (0.48950, -3.42076, -3.19345)
C (-0.66628, -3.68008, 0.11657)
H (-1.30266, -3.96514, -0.71737)
H (-1.30092, -3.46400, 0.97298)
H (-0.07857, -4.56042, 0.37497)
C (1.45514, -2.40114, 2.17826)
H (2.18492, -3.20849, 2.23045)
H (0.52362, -2.77040, 2.60636)
H (1.80565, -1.59147, 2.81426)
C (3.64423, -0.96522, 0.47412)
H (4.18095, -1.89307, 0.27597)
H (3.67232, -0.83258, 1.55396)
H (4.25178, -0.17756, 0.04344)
C (2.66211, -1.16602, -2.66641)
H (2.97792, -2.19326, -2.84882)
H (3.59272, -0.62446, -2.51567)
H (2.17968, -0.84783, -3.58584)
C (0.31916, 2.85500, -2.26579)
C (0.75514, 1.96669, -3.18014)
C (1.65525, 2.34662, -4.33672)
C (3.09160, 2.59214, -3.84725)
C (3.25689, 2.41912, -2.32724)
C (2.84140, 3.34719, -1.47950)
C (2.10303, 4.61292, -1.91774)
C (0.64702, 4.33818, -2.32000)
H (1.26765, 3.24076, -4.82563)
H (3.37841, 3.60688, -4.11984)
H (1.61391, 1.57250, -5.10282)
H (0.45375, 4.72167, -3.32206)
H (-0.25397, 2.65273, -1.39107)
H (0.55282, 0.92792, -3.19632)
H (-0.04588, 4.88184, -1.67801)
H (2.18691, 5.39012, -1.16006)
H (3.22819, 3.40553, -0.49243)
H (2.62317, 5.06026, -2.76317)
H (3.82403, 2.01213, -4.40321)
H (3.97767, 1.71999, -1.99777)
P (-2.18989, -0.20119, -0.93570)
C (-3.20929, -1.79579, -0.75719)
H (-4.25365, -1.61348, -1.00859)
H (-3.19522, -2.19372, 0.25453)
H (-2.85200, -2.56126, -1.43916)
C (-3.50401, 0.94646, -0.19582)
H (-4.49840, 0.69898, -0.56668)
H (-3.30040, 1.98410, -0.45825)
H (-3.51398, 0.86208, 0.89055)
C (-2.75233, 0.01614, -2.74303)
H (-2.59379, 1.03953, -3.08206)
H (-3.81706, -0.19078, -2.84891)
H (-2.21223, -0.66120, -3.40302)
P (0.47963, 1.32221, 1.52899)
C (2.18884, 1.42443, 2.39369)
H (2.30341, 2.38276, 2.90115)
H (3.02437, 1.30400, 1.71237)
H (2.32766, 0.63412, 3.13103)
C (-0.28796, 3.05413, 1.74645)
H (0.31845, 3.81901, 1.28555)
H (-0.37304, 3.37223, 2.78483)
H (-1.28963, 3.08071, 1.31898)
C (-0.12462, 0.99141, 3.33260)
H (0.29938, 1.68645, 4.05882)
H (0.14727, -0.01135, 3.66375)
H (-1.20708, 1.09994, 3.41173)
Cl (-3.55785, -4.03828, 1.63876)
C (-3.15050, -2.89861, 2.93552)
C (-3.80455, -3.38703, 4.08590)
C (-3.69425, -2.77633, 5.30992)
C (-2.91586, -1.65877, 5.42501)
C (-2.25114, -1.13561, 4.31950)
C (-2.30757, -1.67802, 2.98639)
C (-1.45522, -0.95287, 1.77917)
H (-4.42037, -4.27972, 4.04428)
H (-4.20598, -3.18015, 6.17436)
H (-2.81711, -1.18433, 6.39485)
H (-1.70598, -0.30393, 4.64142)
H (-0.55788, -1.15632, 2.24680)
H (-1.62396, -1.62654, 1.09662)

The calculation puts the LUMO energy (alpha / beta) at -1.68 / -4.89 eV. As for the HOMO energy (alpha / beta): -9.88 / -10.94 eV. As for the multiplicity: 6. The orbital gap (alpha / beta) is 8.2031 / 6.0543 eV. Its total charge is +1.

Results of the Mulliken charge analysis, in e, for atoms 1 through 4:
1 Fe 0.75
2 C 0.23
3 C 0.97
4 C 0.22

***

no.,energy (Ha),strongest force on any atom (eV Å⁻¹)
1,-553.042211,6.8
2,-672.960192,3.3
3,-3713.049213,0.3
4,-415.607014,4.5
5,-780.179020,3.4
6,-637.864065,3.9
7,-3617.914242,7.9